(1)
The following is a quantum chemistry calculation of an isolated molecule of C6H14N2 in a non-equilibrium geometry, from the OMol25 dataset.

The geometry in ORCA input format:
```
! wB97M-V def2-TZVPD RIJCOSX def2/J DEFGRID3
* xyz 0 1
C -2.03188 1.11128 0.30875
C -0.61811 0.82817 0.73981
C 0.27687 1.77474 0.98608
N 1.67327 1.65043 1.15935
C -0.21720 -0.62803 0.92463
C 0.92169 -1.18094 -0.09710
C 0.26624 -1.92500 -1.26201
N 0.07092 -0.99928 -2.39033
H -2.13281 1.05650 -0.77591
H -2.27991 2.13375 0.62984
H -2.75819 0.46137 0.78550
H -0.02205 2.81826 0.91141
H 2.05590 0.71796 1.22124
H 2.00301 2.29264 1.84985
H 0.19790 -0.66161 1.91937
H -1.04793 -1.30264 0.71879
H 1.39776 -0.29073 -0.49805
H 1.49603 -1.77025 0.63220
H 0.79158 -2.77730 -1.69569
H -0.69927 -2.35534 -0.98261
H 0.86561 -0.88057 -2.99535
H -0.20943 -0.07340 -2.08975
*
```

HOMO energy (eV): -7.911
SMILES: C/C(=C/N)CCCN
E (eV): -9428.1645
F_max (eV Å⁻¹): 2.5
Relative energy (zero: lowest compared OMol25 entry of this formula, charge and spin) (kcal per mole): 30.44
LUMO energy (eV): 1.03

From a natural (NBO) analysis of the wavefunction, the atomic charges in e read:
1. C -0.621
2. C -0.087
3. C -0.018
4. N -0.830
5. C -0.428
6. C -0.432
7. C -0.225
8. N -0.847
9. H 0.209
10. H 0.211
11. H 0.210
12. H 0.182
13. H 0.376
14. H 0.375
15. H 0.208
16. H 0.208
17. H 0.212
18. H 0.209
19. H 0.198
20. H 0.180
21. H 0.358
22. H 0.351

***

(2)
The following is a quantum chemistry calculation of an isolated molecule of C22H26N4O3 in a non-equilibrium geometry, from the OMol25 dataset.

The geometry in ORCA input format:
```
! wB97M-V def2-TZVPD RIJCOSX def2/J DEFGRID3
* xyz 0 1
C 4.18217 -0.44709 -2.83657
C 2.69686 -0.14972 -2.61271
C 2.45456 0.07728 -1.11326
O 3.03562 -0.53745 -0.24983
N 1.48975 1.02446 -0.86262
C 0.99936 1.47709 0.35397
C 1.44135 0.97881 1.58196
C 0.95301 1.51245 2.75381
C 0.01983 2.54266 2.71333
N -0.44730 3.12934 3.93309
O -0.04928 2.65817 4.97888
O -1.20582 4.07489 3.85250
C -0.45567 3.02095 1.49663
C 0.03186 2.48826 0.32668
N 1.88466 -1.21330 -3.17871
C 1.88439 -2.50072 -2.51459
C 0.77938 -2.64796 -1.46214
N -0.51145 -2.37757 -2.06999
C -1.63877 -2.68093 -1.19623
C -1.65417 -1.92878 0.10532
C -2.36194 -0.81852 0.30453
C -2.47117 -0.05426 1.53965
C -3.28377 1.08166 1.55628
C -3.49408 1.79270 2.72172
C -2.89412 1.38353 3.90096
C -2.05993 0.27673 3.89551
C -1.84678 -0.43244 2.72938
C -0.54447 -1.02813 -2.59406
C 0.55880 -0.88673 -3.65131
H 4.33158 -0.80487 -3.85062
H 4.76846 0.45501 -2.68150
H 4.52793 -1.20027 -2.13479
H 2.43933 0.76310 -3.16332
H 1.09315 1.48664 -1.67091
H 2.17598 0.19173 1.60288
H 1.29431 1.15148 3.71149
H -1.19247 3.80873 1.49172
H -0.32635 2.85884 -0.62318
H 2.85365 -2.66833 -2.04835
H 1.72744 -3.25891 -3.28910
H 0.77739 -3.67465 -1.08927
H 0.98280 -1.97354 -0.61493
H -2.54829 -2.46447 -1.76408
H -1.60418 -3.75613 -0.99543
H -1.02347 -2.33076 0.88517
H -2.97390 -0.44490 -0.50983
H -3.76798 1.39734 0.64221
H -4.13146 2.66432 2.71611
H -3.06884 1.92757 4.81672
H -1.57577 -0.03348 4.80967
H -1.20276 -1.29792 2.74898
H -1.51522 -0.86320 -3.06906
H -0.42268 -0.27667 -1.79372
H 0.55612 0.12189 -4.07192
H 0.33236 -1.59393 -4.45712
*
```

HOMO energy (eV): -8.278
SMILES: C[C@H](C(=O)Nc1ccc([N+](=O)[O-])cc1)N1CCN(C/C=C/c2ccccc2)CC1
E (eV): -35336.3167
F_max (eV Å⁻¹): 1.3
Relative energy (zero: lowest compared OMol25 entry of this formula, charge and spin) (kcal per mole): 126.45
LUMO energy (eV): -0.40

From a natural (NBO) analysis of the wavefunction, the atomic charges in e read:
1. C -0.611
2. C -0.121
3. C 0.679
4. O -0.604
5. N -0.631
6. C 0.274
7. C -0.277
8. C -0.149
9. C -0.009
10. N 0.533
11. O -0.387
12. O -0.388
13. C -0.154
14. C -0.269
15. N -0.442
16. C -0.229
17. C -0.249
18. N -0.440
19. C -0.244
20. C -0.182
21. C -0.190
22. C -0.104
23. C -0.190
24. C -0.212
25. C -0.220
26. C -0.227
27. C -0.140
28. C -0.249
29. C -0.216
30. H 0.223
31. H 0.213
32. H 0.227
33. H 0.197
34. H 0.400
35. H 0.263
36. H 0.249
37. H 0.252
38. H 0.211
39. H 0.217
40. H 0.200
41. H 0.205
42. H 0.175
43. H 0.199
44. H 0.203
45. H 0.194
46. H 0.195
47. H 0.206
48. H 0.218
49. H 0.226
50. H 0.220
51. H 0.200
52. H 0.202
53. H 0.165
54. H 0.192
55. H 0.203

***

- Among the records above, which one has the highest F_max?
  C6H14N2